Record 1
Molecular formula: C29H40N2O4
Method: DFT, ωB97M-V with the def2-TZVPD basis set

```
! RIJCOSX wB97M-V def2-TZVPD def2/J DEFGRID3
* xyz 0 1
C -1.601 2.551 -3.172
H -0.543 2.366 -3.341
H -1.811 3.584 -3.446
C -1.979 2.318 -1.713
H -1.416 3.014 -1.086
H -3.038 2.560 -1.585
C -1.758 0.891 -1.194
C -2.707 -0.105 -1.886
N -2.638 -1.451 -1.366
C -3.227 -1.643 -0.057
C -3.465 -3.137 0.142
C -2.198 -3.904 -0.098
C -1.190 -3.364 -0.883
C -0.059 -4.128 -1.127
C 0.116 -5.401 -0.602
C -0.896 -5.936 0.215
C -2.035 -5.175 0.437
H -2.830 -5.568 1.050
O -0.710 -7.186 0.761
C -1.738 -7.739 1.542
H -1.933 -7.140 2.438
H -2.665 -7.853 0.971
H -1.378 -8.723 1.841
O 1.304 -5.987 -0.943
C 1.518 -7.365 -0.740
H 1.593 -7.614 0.320
H 0.728 -7.967 -1.196
H 2.466 -7.580 -1.233
H 0.734 -3.747 -1.752
C -1.286 -1.974 -1.455
C -0.257 -1.052 -0.769
H 0.741 -1.466 -0.916
C -0.323 0.365 -1.344
H -0.102 0.293 -2.417
C 0.754 1.281 -0.738
H 0.805 2.188 -1.339
H 1.723 0.782 -0.838
C 0.574 1.674 0.737
N 0.772 0.506 1.583
H 1.567 -0.025 1.235
C 1.023 0.848 2.967
C 2.337 1.618 3.117
C 2.311 2.814 2.205
C 1.470 2.851 1.100
C 1.407 4.023 0.356
C 2.192 5.132 0.629
C 3.088 5.071 1.711
C 3.105 3.916 2.482
H 3.772 3.901 3.331
O 3.948 6.040 2.141
C 4.162 7.212 1.390
H 3.268 7.838 1.349
H 4.954 7.745 1.916
H 4.490 6.987 0.373
O 2.125 6.295 -0.108
C 1.246 6.352 -1.201
H 1.383 7.345 -1.629
H 0.202 6.237 -0.890
H 1.488 5.598 -1.957
H 0.704 4.075 -0.460
H 2.487 1.940 4.149
H 3.172 0.962 2.848
H 1.045 -0.077 3.550
H 0.190 1.462 3.321
H -0.463 2.004 0.899
H -0.449 -1.019 0.303
H -1.040 -2.019 -2.526
H -4.219 -3.471 -0.577
H -3.847 -3.330 1.146
H -2.596 -1.266 0.764
H -4.179 -1.107 -0.026
H -3.740 0.242 -1.797
H -2.461 -0.164 -2.951
H -2.012 0.891 -0.129
H -2.174 1.906 -3.832
*
```

Calculated values
- energy (eV) = -41891.307
- SMILES = CC[C@H]1CN2CCc3cc(OC)c(OC)cc3[C@@H]2C[C@@H]1C[C@H]1NCCc2cc(OC)c(OC)cc21
- frontier orbital gap (eV) = 8.4621
- max |F| (Eh/bohr) = 0.0102
- molar mass (g/mol) = 480.65



Record 2
Molecular formula: C29H41AsBrClNO4P2Si2Y
Method: DFT, ωB97M-V with the def2-TZVPD basis set

```
! RIJCOSX wB97M-V def2-TZVPD def2/J DEFGRID3
* xyz 0 1
Y 0.084 -0.312 -0.408
Cl -2.699 -7.481 -1.139
C -2.152 -5.882 -0.730
C -2.390 -5.381 0.559
C -1.970 -4.125 0.914
C -1.285 -3.296 -0.007
O -0.894 -2.116 0.342
C -1.058 -3.819 -1.309
C -0.377 -3.072 -2.328
O 0.075 -1.929 -2.239
C -1.497 -5.115 -1.649
H -2.914 -6.003 1.274
H -2.157 -3.733 1.906
H -0.250 -3.599 -3.288
H -1.312 -5.496 -2.646
Br -2.985 -0.414 -2.376
C -1.686 0.662 -3.220
C -1.962 1.274 -4.431
C -0.974 2.081 -4.971
C 0.233 2.230 -4.306
C 0.413 1.562 -3.110
N -0.548 0.802 -2.573
C 1.720 1.648 -2.326
O 2.638 2.292 -2.796
O 1.702 0.992 -1.221
H -2.917 1.131 -4.914
H -1.150 2.594 -5.908
H 1.041 2.839 -4.685
C 1.422 0.547 3.466
P 1.701 -0.541 2.035
C 1.527 -2.196 2.795
C 3.498 -0.431 1.706
C 4.375 0.174 2.604
C 5.730 0.258 2.325
C 6.228 -0.269 1.142
C 5.364 -0.870 0.241
C 3.999 -0.955 0.504
P 2.834 -1.702 -0.694
C 3.283 -3.478 -0.603
C 3.544 -1.256 -2.316
H 1.659 1.577 3.201
H 1.991 0.236 4.344
H 0.357 0.518 3.697
H 2.223 -2.332 3.624
H 1.694 -2.971 2.047
H 0.502 -2.302 3.152
H 4.001 0.598 3.527
H 6.396 0.741 3.028
H 7.284 -0.201 0.916
H 5.761 -1.264 -0.687
H 4.352 -3.617 -0.780
H 2.728 -4.036 -1.360
H 3.033 -3.892 0.373
H 4.492 -1.767 -2.495
H 3.693 -0.179 -2.371
H 2.839 -1.551 -3.095
C -3.360 2.136 3.635
Si -3.123 1.220 2.011
C -4.616 1.562 0.920
C -3.104 -0.621 2.395
As -1.094 1.790 1.040
Si -1.563 3.801 -0.014
C -2.659 3.690 -1.538
C 0.073 4.551 -0.551
C -2.395 4.979 1.188
H -4.306 1.863 4.112
H -3.353 3.216 3.484
H -2.547 1.901 4.325
H -5.526 1.207 1.413
H -4.521 1.054 -0.042
H -4.742 2.630 0.722
H -3.989 -0.902 2.974
H -2.219 -0.897 2.976
H -3.086 -1.208 1.475
H -2.159 3.154 -2.345
H -2.882 4.700 -1.900
H -3.606 3.185 -1.331
H 0.525 3.992 -1.376
H 0.794 4.565 0.267
H -0.077 5.580 -0.893
H -3.377 4.614 1.498
H -2.537 5.961 0.728
H -1.788 5.104 2.087
*
```

Calculated values
- energy (eV) = -219206.533
- frontier orbital gap (eV) = 6.2271
- max |F| (Eh/bohr) = 0.0116
- molar mass (g/mol) = 864.96



Record 3
Molecular formula: C29H41CaCl2N3O9P2
Method: DFT, ωB97M-V with the def2-TZVPD basis set

```
! RIJCOSX wB97M-V def2-TZVPD def2/J DEFGRID3
* xyz 0 1
Ca -0.638 0.034 -0.489
C -0.777 -1.203 3.553
C -1.747 -0.697 2.524
C -1.923 0.673 2.334
C -2.845 1.170 1.416
C -3.044 2.655 1.284
C -3.567 0.266 0.638
C -3.399 -1.108 0.793
C -4.201 -2.083 -0.027
C -2.491 -1.573 1.741
H 0.253 -1.107 3.206
H -0.960 -2.251 3.787
H -0.856 -0.626 4.476
H -1.330 1.368 2.919
H -2.130 3.135 0.930
H -3.284 3.097 2.252
H -3.856 2.885 0.594
H -4.277 0.644 -0.090
H -4.771 -2.756 0.617
H -3.555 -2.707 -0.646
H -4.907 -1.567 -0.679
H -2.348 -2.641 1.865
C 0.861 3.907 -3.557
C 0.260 2.591 -3.079
O -0.496 2.020 -4.149
P 1.557 1.388 -2.630
O 2.472 2.067 -1.550
O 2.560 1.274 -3.847
O 0.926 0.092 -2.254
P -0.802 2.767 -1.579
O -1.423 4.233 -1.714
O 0.084 2.561 -0.379
O -1.887 1.725 -1.683
H 1.513 3.729 -4.412
H 1.443 4.383 -2.768
H 0.058 4.577 -3.857
H -1.184 1.457 -3.751
H 1.882 2.337 -0.805
H 2.244 0.679 -4.538
H -2.385 4.218 -1.636
Cl 6.550 0.529 1.765
C 5.520 1.641 2.599
C 6.056 2.828 3.071
C 5.243 3.720 3.748
C 3.903 3.431 3.954
C 3.389 2.238 3.477
Cl 1.713 1.882 3.727
C 4.176 1.311 2.786
N 3.650 0.107 2.275
C 3.431 -0.984 3.118
C 3.850 -0.986 4.449
C 3.625 -2.088 5.260
C 2.981 -3.207 4.761
C 2.589 -3.217 3.428
C 2.811 -2.132 2.593
C 2.433 -2.219 1.132
C 1.183 -1.423 0.787
O 0.172 -2.023 0.333
O 1.194 -0.167 0.955
H 7.102 3.041 2.900
H 5.655 4.650 4.117
H 3.254 4.117 4.478
H 2.894 0.239 1.602
H 4.347 -0.114 4.854
H 3.954 -2.062 6.291
H 2.800 -4.067 5.391
H 2.109 -4.097 3.014
H 2.269 -3.258 0.856
H 3.248 -1.820 0.519
C -1.953 -2.384 -5.131
C -3.115 -2.003 -4.217
C -4.175 -1.248 -5.012
C -3.735 -3.261 -3.599
N -2.625 -1.046 -3.212
N -1.624 -1.512 -2.323
H -2.319 -2.946 -5.991
H -1.225 -3.014 -4.615
H -1.448 -1.486 -5.490
H -4.615 -1.894 -5.773
H -3.737 -0.376 -5.498
H -4.981 -0.908 -4.356
H -4.031 -3.960 -4.383
H -4.623 -3.011 -3.015
H -3.033 -3.793 -2.952
H -3.392 -0.690 -2.652
H -0.733 -1.477 -2.811
H -1.764 -2.473 -2.014
*
```

Calculated values
- energy (eV) = -115710.455
- frontier orbital gap (eV) = 7.9407
- max |F| (Eh/bohr) = 0.0125
- molar mass (g/mol) = 748.59



Record 4
Molecular formula: C29H41F5OOsP2
Method: DFT, ωB97M-V with the def2-TZVPD basis set

```
! RIJCOSX wB97M-V def2-TZVPD def2/J DEFGRID3
* xyz 2 5
Os 0.253 -0.073 -0.051
C 0.780 -0.164 2.126
C 1.495 0.860 1.385
C -0.735 1.514 1.593
C -0.580 0.267 2.273
C 0.526 1.879 1.015
C 1.412 -1.305 2.862
H 2.328 -1.627 2.363
H 0.714 -2.146 2.921
H 1.666 -1.003 3.887
C -1.638 -0.458 3.023
H -1.325 -1.472 3.294
H -2.556 -0.538 2.426
H -1.903 0.070 3.949
C -1.982 2.317 1.513
H -2.164 2.857 2.454
H -2.850 1.669 1.332
H -1.931 3.057 0.704
C 0.834 3.211 0.402
H 1.022 3.955 1.189
H -0.016 3.567 -0.192
H 1.724 3.159 -0.229
C 2.989 0.997 1.289
H 3.367 1.633 2.109
H 3.278 1.465 0.336
H 3.475 0.013 1.363
C -0.040 -1.952 -0.987
C 1.223 -1.925 -0.336
C 2.528 -1.721 -1.048
C 2.503 -0.517 -2.004
C 1.528 0.581 -1.615
C 0.161 0.604 -2.022
C -0.428 -0.401 -2.970
C -0.269 -1.843 -2.475
H 2.801 -2.629 -1.601
H 2.307 -0.863 -3.031
H 3.314 -1.591 -0.290
H 0.513 -2.362 -3.041
H -0.758 -2.616 -0.495
H 1.292 -2.570 0.542
H -1.191 -2.383 -2.711
H -1.498 -0.183 -3.061
H -0.280 1.597 -2.117
H 0.001 -0.289 -3.973
H 3.506 -0.074 -2.005
H 1.982 1.572 -1.552
P 2.581 -1.839 -5.847
C 1.704 -3.424 -6.194
C 4.286 -2.459 -6.212
P 2.277 0.770 -7.156
C 2.218 -1.068 -7.503
C 3.853 1.163 -8.046
C 1.164 1.247 -8.550
H 0.620 -3.239 -6.201
H 1.955 -4.131 -5.391
H 2.027 -3.817 -7.170
H 4.284 -3.030 -7.153
H 4.566 -3.118 -5.377
H 5.002 -1.627 -6.264
H 1.522 0.798 -9.489
H 1.171 2.343 -8.619
H 0.145 0.904 -8.326
H 1.196 -1.344 -7.828
H 2.966 -1.363 -8.266
H 3.895 2.259 -8.137
H 3.847 0.706 -9.046
H 4.722 0.821 -7.468
F -7.211 -2.130 -0.384
C -5.976 -1.606 -0.432
C -4.906 -2.273 0.175
F -5.136 -3.430 0.840
C -3.638 -1.758 0.091
F -2.615 -2.468 0.648
C -3.370 -0.521 -0.573
O -2.226 0.051 -0.619
C -4.491 0.131 -1.162
F -4.287 1.296 -1.816
C -5.762 -0.395 -1.095
F -6.789 0.227 -1.702
*
```

Calculated values
- energy (eV) = -67398.090
- frontier orbital gap (alpha / beta) (eV) = 7.3055 / 3.7962
- max |F| (Eh/bohr) = 0.0666
- ⟨S²⟩ = 6.059
- molar mass (g/mol) = 752.81



Record 5
Molecular formula: C29H41N3OPPbS2
Method: DFT, ωB97M-V with the def2-TZVPD basis set

```
! RIJCOSX wB97M-V def2-TZVPD def2/J DEFGRID3
* xyz 3 1
Pb 0.890 0.921 0.156
O 0.277 2.133 1.830
C -1.031 2.242 2.440
C -1.987 3.082 1.610
C -2.114 2.515 0.181
C -1.334 3.329 -0.816
C -1.875 4.492 -1.356
C -1.130 5.243 -2.248
C 0.144 4.808 -2.595
C 0.625 3.657 -2.007
N -0.092 2.943 -1.126
H 0.746 2.970 1.954
H -0.936 2.661 3.442
H -1.394 1.216 2.528
H -1.630 4.114 1.566
H -2.954 3.100 2.113
H -3.157 2.474 -0.129
H -1.730 1.489 0.176
H -2.879 4.786 -1.080
H -1.538 6.153 -2.667
H 0.755 5.357 -3.296
H 1.617 3.291 -2.241
S 2.383 -0.126 2.218
C 1.215 -0.743 3.250
N -0.077 -0.837 3.013
C -0.726 -1.427 4.036
C -2.114 -1.646 4.100
C -2.617 -2.310 5.182
C -1.765 -2.774 6.229
C -0.409 -2.553 6.213
C 0.125 -1.860 5.127
S 1.739 -1.397 4.843
H -2.745 -1.285 3.299
H -3.681 -2.491 5.260
H -2.207 -3.306 7.061
H 0.220 -2.900 7.022
C 0.012 0.113 -3.412
C -1.063 -0.604 -2.591
C -1.909 -1.541 -3.459
P -0.277 -1.424 -1.131
C -1.521 -2.308 -0.075
C -2.781 -1.454 0.072
C -1.840 -3.727 -0.556
C 1.164 -2.494 -1.606
C 1.763 -3.127 -0.348
C 0.843 -3.527 -2.693
H -0.467 0.736 -4.167
H 0.654 -0.597 -3.935
H 0.639 0.765 -2.796
H -1.727 0.145 -2.141
H -1.306 -2.305 -3.944
H -2.377 -0.945 -4.244
H -2.708 -2.023 -2.901
H -1.027 -2.368 0.900
H -3.339 -1.380 -0.861
H -2.559 -0.445 0.426
H -3.445 -1.927 0.796
H -2.210 -3.751 -1.580
H -2.629 -4.132 0.080
H -0.986 -4.395 -0.472
H 1.880 -1.784 -2.033
H 1.100 -3.886 0.066
H 1.980 -2.392 0.429
H 2.699 -3.624 -0.605
H -0.023 -4.140 -2.459
H 1.701 -4.196 -2.783
H 0.692 -3.056 -3.662
C 5.670 1.935 -1.638
C 5.184 0.634 -1.690
C 3.909 0.381 -1.227
N 3.116 1.341 -0.730
C 3.601 2.591 -0.650
C 4.863 2.926 -1.096
H 6.656 2.172 -2.014
H 5.785 -0.175 -2.081
H 3.507 -0.625 -1.241
H 2.953 3.341 -0.211
H 5.207 3.949 -1.024
*
```

Calculated values
- energy (eV) = -73438.048
- frontier orbital gap (alpha / beta) (eV) = 5.8422 / 5.0699
- max |F| (Eh/bohr) = 0.0501
- molar mass (g/mol) = 749.98



Record 6
Molecular formula: C29H41N5PdSeSi2
Method: DFT, ωB97M-V with the def2-TZVPD basis set

```
! RIJCOSX wB97M-V def2-TZVPD def2/J DEFGRID3
* xyz -2 1
Pd -1.061 -0.325 0.315
C -3.003 1.515 3.748
Si -1.820 0.944 2.297
C -0.761 -0.249 3.402
C -0.932 2.623 1.964
C -3.066 0.494 0.965
C -3.162 1.433 -0.150
C -4.254 2.335 -0.219
C -4.354 3.250 -1.245
C -3.367 3.266 -2.230
C -2.337 2.345 -2.116
N -2.216 1.466 -1.125
Si -3.336 -1.311 0.512
C -2.541 -2.862 1.348
C -5.146 -1.663 1.160
C -3.565 -1.634 -1.373
H -2.452 1.886 4.627
H -3.624 0.673 4.073
H -3.676 2.310 3.409
H -0.191 0.281 4.176
H -0.073 -0.845 2.803
H -1.450 -0.936 3.906
H -0.206 2.890 2.741
H -1.683 3.419 1.922
H -0.426 2.587 0.997
H -4.996 2.286 0.566
H -5.182 3.952 -1.289
H -3.401 3.969 -3.055
H -1.553 2.327 -2.870
H -2.887 -2.945 2.385
H -1.454 -2.795 1.353
H -2.827 -3.779 0.820
H -5.192 -1.495 2.242
H -5.452 -2.702 0.971
H -5.887 -1.003 0.694
H -2.661 -1.313 -1.895
H -4.410 -1.056 -1.763
H -3.745 -2.692 -1.590
C 2.219 1.035 1.142
N 1.327 -0.042 0.723
C 1.793 -1.231 0.608
C 1.115 -2.287 -0.072
C 1.604 -3.589 -0.301
C 0.704 -4.183 -1.184
C -0.275 -3.204 -1.447
N -0.034 -2.069 -0.790
C 3.182 0.729 2.261
C 4.434 0.163 2.022
C 5.305 -0.116 3.066
C 4.944 0.179 4.373
C 3.700 0.745 4.625
C 2.828 1.007 3.580
H 1.586 1.871 1.439
H 2.785 1.360 0.259
H 2.795 -1.498 0.975
H 2.482 -4.027 0.157
H 0.745 -5.183 -1.593
H -1.129 -3.309 -2.103
H 4.744 -0.043 1.003
H 6.270 -0.565 2.859
H 5.629 -0.024 5.187
H 3.413 0.978 5.644
H 1.851 1.431 3.776
C 3.505 -1.170 -2.468
N 3.299 -0.387 -3.666
C 3.970 -0.484 -4.865
C 3.408 0.396 -5.719
N 2.391 1.037 -5.036
C 1.472 2.021 -5.542
C 2.322 0.562 -3.750
Se 1.181 1.057 -2.438
H 4.371 -1.816 -2.605
H 2.620 -1.770 -2.241
H 3.664 -0.502 -1.620
H 4.787 -1.166 -5.017
H 3.646 0.624 -6.743
H 1.811 2.368 -6.517
H 1.418 2.853 -4.839
H 0.468 1.600 -5.623
*
```

Calculated values
- energy (eV) = -122769.935
- frontier orbital gap (eV) = 3.4069
- max |F| (Eh/bohr) = 0.0245
- molar mass (g/mol) = 701.23



Question: The highest energy belongs to which entry?
Answer: C29H40N2O4



Question: Which formula does entry 6 have?
Answer: C29H41N5PdSeSi2